DFT (ωB97M-V/def2-TZVPD) results for C49H55AsBiN5O7Si2 as an isolated structure.

Gap between HOMO and LUMO in eV: 4.9
2S+1: 1
E_LUMO in eV: -0.717
Relative energy (zero: lowest compared OMol25 entry of this formula, charge and spin) in kcal/mol: 0.0

```
120
C49H55AsBiN5O7Si2 ωB97M-V/def2-TZVPD
Bi 0.3597 -1.1739 -0.6587
O 5.1263 -0.5269 1.5273
C 3.8027 -0.6646 1.3520
O 3.3321 -1.3269 0.4739
C 3.0125 0.1151 2.3726
C 3.6488 0.8859 3.3400
C 2.8578 1.5528 4.2579
C 1.4811 1.4335 4.1648
C 0.9412 0.6559 3.1433
N 1.6972 0.0003 2.2728
C -0.5508 0.4575 2.9809
O -1.3526 1.2926 3.6697
O -1.0237 -0.4013 2.3034
H 5.5550 -1.0202 0.8103
H 4.7261 0.9476 3.3700
H 3.3062 2.1499 5.0404
H 0.8559 1.9193 4.9024
H -0.8955 2.0950 3.9452
C 0.9396 -2.8882 -3.9928
Si 1.8803 -2.5643 -2.4017
C 2.3394 -4.2368 -1.6566
C 3.4986 -1.6811 -2.8678
C 4.5941 -2.5322 -3.0577
C 5.8462 -2.0654 -3.4305
C 6.0313 -0.7078 -3.6224
C 4.9582 0.1527 -3.4436
C 3.6850 -0.2967 -3.0676
Si 2.4730 1.1263 -2.7538
C 2.8284 2.5742 -3.8740
C 2.7319 1.6351 -0.9569
H 1.4972 -3.6272 -4.5772
H 0.8457 -1.9788 -4.5876
H -0.0622 -3.2722 -3.7939
H 2.6622 -4.9396 -2.4298
H 1.4674 -4.6719 -1.1621
H 3.1397 -4.1481 -0.9186
H 4.4739 -3.6000 -2.9129
H 6.6648 -2.7603 -3.5754
H 6.9985 -0.3173 -3.9151
H 5.1319 1.2112 -3.6022
H 3.8674 2.9044 -3.8851
H 2.2103 3.4124 -3.5404
H 2.5327 2.3308 -4.8969
H 2.6602 2.7216 -0.8551
H 3.7268 1.3237 -0.6289
H 1.9967 1.2024 -0.2735
C -2.9550 -2.0442 -3.5291
C -1.8315 -1.3954 -2.7766
N -1.4055 -2.0758 -1.5983
O -2.5115 -2.2368 -0.6747
C -1.0600 -0.3962 -3.2423
C -1.1451 0.1491 -4.6346
N -0.0973 0.1509 -2.3854
O 0.8777 0.8941 -3.1175
H -3.7139 -2.4046 -2.8348
H -2.6137 -2.9051 -4.1190
H -3.4465 -1.3444 -4.2031
H -2.7115 -3.1743 -0.7563
H -1.9400 -0.3418 -5.1916
H -0.2052 -0.0176 -5.1653
H -1.3108 1.2261 -4.6421
C -4.0191 -1.6677 2.7135
C -3.1415 -2.3371 3.7596
N -3.3002 -3.7871 3.8235
C -4.5817 -4.2977 4.3084
C -5.4185 -4.9303 3.2067
C -2.3222 -4.7020 3.6196
O -2.4710 -5.8865 3.8978
C -1.0131 -4.2873 3.0023
C 0.1629 -4.7923 3.5407
C 1.3611 -4.5254 2.9028
C 1.3357 -3.8125 1.7138
N 0.2111 -3.3579 1.1653
C -0.9333 -3.5703 1.8160
H -3.8469 -0.5916 2.7316
H -5.0782 -1.8485 2.9092
H -3.7857 -2.0218 1.7087
H -3.3843 -1.9379 4.7502
H -2.0965 -2.1020 3.5776
H -5.1085 -3.4563 4.7614
H -4.3845 -5.0324 5.0890
H -5.6200 -4.2174 2.4062
H -6.3732 -5.2741 3.6081
H -4.8958 -5.7894 2.7877
H 0.1229 -5.3921 4.4409
H 2.3009 -4.8851 3.2994
H 2.2481 -3.6080 1.1666
H -1.8164 -3.1484 1.3533
C -4.4776 3.3145 2.5105
C -4.3248 2.1674 1.7441
C -3.1625 1.9700 1.0127
C -2.1557 2.9325 1.0199
C -2.3145 4.0836 1.7841
C -3.4707 4.2697 2.5318
As -0.5593 2.5169 -0.0323
C 0.5526 4.0551 0.3858
C 1.3694 4.2196 1.4940
C 2.1889 5.3366 1.5915
C 2.2037 6.2742 0.5651
C 1.4020 6.1068 -0.5539
C 0.5661 4.9976 -0.6492
C -0.3350 4.6839 -1.7769
C -0.5444 5.4783 -2.9000
C -1.4415 5.0644 -3.8728
C -2.1240 3.8608 -3.7383
C -1.9086 3.0530 -2.6297
C -1.0227 3.4732 -1.6537
H -5.3799 3.4640 3.0901
H -5.1064 1.4177 1.7248
H -3.0374 1.0538 0.4432
H -1.5416 4.8433 1.7915
H -3.5898 5.1698 3.1228
H 1.3828 3.4724 2.2811
H 2.8239 5.4733 2.4581
H 2.8508 7.1395 0.6356
H 1.4321 6.8403 -1.3502
H -0.0179 6.4178 -3.0173
H -1.6104 5.6840 -4.7444
H -2.8181 3.5456 -4.5075
H -2.4113 2.0970 -2.5384
```

***

DFT (ωB97M-V/def2-TZVPD) results for C49H55HfN4O5PS2 as an isolated structure at a distorted geometry.

Gap between HOMO and LUMO in eV: 7.2
2S+1: 1
E_LUMO in eV: -5.587
Net charge: +2
Relative energy (zero: lowest compared OMol25 entry of this formula, charge and spin) in kcal/mol: 0.0

```
117
C49H55HfN4O5PS2 ωB97M-V/def2-TZVPD
Hf 0.2897 -0.3496 1.1423
C -2.0276 -1.9838 4.0401
C -1.5633 -0.7157 3.3788
C -0.3993 -0.0992 3.8443
C 0.3262 -0.7311 5.0154
C -0.0645 1.2067 3.3801
C 1.1018 1.9034 4.0479
C -0.9511 1.8462 2.4363
C -0.6458 3.2087 1.9086
C -2.0913 1.1938 1.9517
C -3.1778 1.9367 1.2328
C -2.3366 -0.1270 2.3528
C -3.6278 -0.8518 1.8937
H -2.8007 -1.6134 4.7572
H -1.2843 -2.6136 4.4926
H -2.5560 -2.6870 3.3268
H 1.3342 -0.3683 5.1682
H 0.4430 -1.7985 4.8595
H -0.2947 -0.5698 5.8997
H 1.2127 1.4013 5.0305
H 1.0568 2.9840 4.0340
H 2.0929 1.6767 3.6162
H -1.0438 3.9153 2.5831
H -1.0245 3.4120 0.9087
H 0.4557 3.2861 1.9523
H -3.0371 2.9891 1.2776
H -4.0947 1.6479 1.6608
H -3.2368 1.6991 0.1235
H -3.3578 -1.8628 1.6767
H -4.0165 -0.4776 0.9395
H -4.2894 -0.9045 2.7743
C -3.3116 4.3478 -1.5874
O -2.4838 3.2699 -2.0366
C -1.9280 3.3855 -3.2511
C -1.9958 4.4613 -4.1217
C -1.4078 4.4571 -5.3992
C -0.5814 3.3959 -5.7827
C -0.4509 2.3231 -4.9200
C -1.1490 2.2756 -3.7245
N -1.1586 1.1251 -2.9094
C -0.6123 1.0772 -1.7105
N 0.1836 2.1217 -1.4382
C 1.3108 2.2023 -0.5852
C 1.5711 1.3482 0.5355
C 2.7112 1.7092 1.3139
C 3.5777 2.7075 0.9759
C 3.4204 3.3803 -0.2338
C 2.2416 3.1796 -0.9642
O 1.9901 3.7809 -2.1663
C 2.4941 5.1234 -2.2520
N -0.8670 0.0734 -0.8147
C -1.8205 -1.0084 -1.1969
C -1.4440 -2.3511 -0.9599
C -2.3792 -3.3969 -1.0317
C -3.6953 -3.1834 -1.3835
C -4.0718 -1.9002 -1.6505
C -3.1649 -0.8014 -1.5339
O -3.5748 0.4801 -1.5860
C -4.9566 0.8818 -1.5376
H -2.7239 5.1645 -1.2530
H -3.9601 3.9147 -0.8017
H -3.8791 4.7755 -2.4140
H -2.5452 5.2872 -3.7688
H -1.6492 5.2656 -6.0790
H -0.0932 3.4407 -6.7562
H 0.1840 1.4917 -5.1541
H -1.6849 0.3669 -3.2377
H 0.3698 2.7396 -2.2271
H 2.9829 1.1543 2.2044
H 4.4511 2.9194 1.5488
H 4.1764 4.0679 -0.5061
H 2.1907 5.5471 -3.1740
H 3.5777 5.0614 -2.1545
H 2.0737 5.7844 -1.4866
H -0.4281 -2.6230 -0.7147
H -1.9253 -4.3752 -0.8650
H -4.4135 -3.9661 -1.4651
H -5.0604 -1.7101 -2.0515
H -4.8795 1.9644 -1.4582
H -5.4608 0.5986 -0.6045
H -5.4005 0.5093 -2.4748
O 3.3249 -0.4057 4.0599
S 3.4572 -1.2603 2.9335
O 4.4019 -0.9508 1.9097
N 1.9429 -1.4478 2.2839
C 1.5203 -2.7251 2.3872
S 0.0292 -3.0895 1.6305
C 2.4850 -3.6369 3.0449
C 2.3721 -5.0076 3.2258
C 3.4499 -5.5794 3.9439
C 4.6133 -4.8823 4.1353
C 4.7191 -3.5078 3.9211
C 3.6155 -2.9462 3.3726
H 1.4828 -5.6455 3.1046
H 3.3964 -6.6273 4.2625
H 5.3725 -5.3523 4.6837
H 5.5421 -2.8771 4.1395
C 3.1277 -2.9672 -0.2240
P 2.0062 -1.6762 -0.8967
C 3.0264 -0.4623 -1.7430
C 1.3143 -2.5879 -2.3018
C 0.6882 -1.8615 -3.3218
C 0.0400 -2.4615 -4.3640
C -0.0420 -3.8174 -4.4169
C 0.6148 -4.5973 -3.4526
C 1.2122 -4.0285 -2.3465
H 2.4523 -3.6560 0.2156
H 3.8941 -2.7122 0.4778
H 3.6056 -3.4285 -1.1155
H 3.6220 -1.0656 -2.4432
H 3.7755 -0.0485 -0.9400
H 2.4776 0.3109 -2.2670
H 0.6434 -0.7614 -3.3450
H -0.4645 -1.9035 -5.1437
H -0.5070 -4.4080 -5.2666
H 0.4258 -5.6655 -3.4784
H 1.6206 -4.6577 -1.5253
```